(1)
Computed, not measured: a 5-piece molecular cluster, C10H20Cl10 overall in a non-equilibrium geometry, with ωB97M-V with the def2-TZVPD basis set.

```
40
Properties=species:S:1:pos:R:3:lowdin_charge:R:1
Cl -2.2249 -0.8589 -3.8734 0.56
H 4.2541 2.0109 1.6656 0.07
H 1.1965 1.8332 -4.9680 0.06
Cl -1.6665 -2.5242 -0.9156 0.59
H -0.0334 1.4092 -0.3885 0.07
H -1.8076 -4.2634 -2.3565 0.07
H -0.6276 -3.0910 -3.0086 0.07
Cl -1.3064 -1.6989 4.0858 0.51
C -1.2373 0.8945 1.3553 -0.70
C 3.6637 1.9248 2.5778 -0.56
H 1.9041 3.0332 2.1133 0.01
Cl -0.0447 -4.5405 2.3415 0.53
C 0.1111 1.9263 -5.0038 -0.69
H -1.4986 2.5271 -3.5642 0.05
C -1.5965 -3.2071 -2.5229 -0.67
C -1.0565 1.1507 -0.1153 -0.65
C -0.4374 2.2781 -3.5731 -0.71
C 2.7468 3.1849 2.7877 -0.64
Cl 2.6311 0.4056 2.4960 0.50
C -2.6387 -2.5465 -3.4501 -0.63
H 0.8746 -1.9618 4.8068 0.07
H -3.6301 -2.5234 -2.9976 0.07
H 4.2557 1.7353 3.4732 0.05
H -2.2455 0.5023 1.4884 0.08
H -0.1828 -4.1464 4.6617 0.06
C 0.4218 -2.2698 3.8643 -0.60
Cl -2.1448 2.4693 -0.6675 0.56
Cl -0.8550 2.2813 2.3632 0.58
H -2.6189 -3.0643 -4.4090 0.07
H -0.5283 0.1290 1.6706 0.03
H 0.8775 -1.7903 2.9980 0.03
H 1.4495 -4.1972 4.1703 0.07
H -0.3855 1.4569 -2.8582 0.02
C 0.4820 -3.7920 3.8739 -0.67
H -1.2957 0.2772 -0.7218 0.02
H -0.3296 0.9913 -5.3499 0.04
Cl -0.2420 3.1426 -6.2072 0.56
H 3.1907 4.1673 2.6267 0.07
Cl 1.9851 3.2297 4.4022 0.52
Cl 0.5900 3.5150 -2.8711 0.56
```

Calculated values
**SMILES string**: ClCCCl.ClCCCl.ClCCCl.ClCCCl.ClCCCl
**ΔE to the lowest compared entry with this formula, charge and spin**: 12.5 kcal/mol
**Charge**: 0
**LUMO**: 0.017 Eh
**Highest occupied orbital energy**: -10.41 eV
**Electronic energy**: -135919.358 eV
**M**: 494.80 g/mol

(2)
Computed, not measured: C32H21CdN9O2S3Se as an isolated structure in a non-equilibrium geometry, with ωB97M-V with the def2-TZVPD basis set.

```
69
Properties=species:S:1:pos:R:3:lowdin_charge:R:1
C 1.8730 -1.0927 -0.1800 -0.46
C 1.5462 1.0654 -1.5035 -0.45
C 1.9436 -0.5261 4.3452 -0.34
H 0.3582 -4.3411 4.1348 0.12
C 2.4545 -2.8596 1.2048 -0.18
C 2.0912 3.4765 -1.2954 -0.39
H 4.2031 -2.0634 2.2613 0.06
H -1.1915 4.2539 -3.9295 0.10
C 2.2887 -2.7206 -4.3429 -0.41
Cd -1.5310 -0.1472 -0.0292 1.39
O -0.1280 -0.6423 -1.4252 -0.35
C -1.6223 4.6557 -3.0085 -0.01
N -7.5538 0.0878 -1.1731 0.15
H 2.3269 2.1569 4.3313 0.12
N 2.1975 -2.6957 5.1178 -0.24
N -4.3518 -0.6801 -0.4961 -0.06
H -2.3111 -3.1396 0.9768 0.10
C -0.0548 -3.6144 3.4504 0.01
C 1.2225 -0.4085 -1.3677 -0.66
H -0.4538 2.8795 -1.2173 0.08
C 1.5836 -2.3674 0.2074 -0.14
H -2.3950 5.3776 -3.2696 0.09
Se 3.4595 -1.7751 5.9230 1.13
H 1.0228 3.7703 2.9160 0.11
C 1.5101 -1.8915 4.3306 -0.34
C 3.0698 -0.9059 -3.1643 -0.12
C 1.5662 1.8277 3.6402 0.02
H 2.2125 -3.5336 -5.0363 0.05
C 0.4277 -2.3011 3.4820 -0.10
C 0.2651 0.0451 2.6564 -0.16
N -1.1113 -1.6853 1.7512 0.05
H -4.3849 1.5308 -1.0520 0.07
S 3.2585 -0.4914 0.6677 1.02
H -0.6485 2.8560 1.3158 0.10
N 2.9690 -0.2826 5.1377 -0.24
N -5.7354 -3.8710 -0.8416 0.16
C -3.5438 2.1286 -1.3415 -0.13
C -1.0417 -3.9336 2.5446 -0.01
C -5.6308 -2.7276 -0.8098 -0.19
C -6.6158 -0.5445 -0.9787 -0.21
H -4.2496 3.6800 -2.7660 0.12
S 2.0406 2.1228 -0.2227 1.01
H 4.1934 -1.8293 -4.8107 0.10
C 1.2761 0.4633 3.5471 -0.09
C 1.7488 3.1261 -2.5608 -0.20
C -3.4877 3.1942 -2.1911 -0.05
H 1.7341 3.8082 -3.3911 0.10
C -1.5364 -2.9324 1.7043 -0.10
C -0.1461 -1.3503 2.6121 -0.16
C -1.5071 2.7781 -1.3925 -0.17
C 3.3066 -1.8344 -4.2023 -0.19
C 3.4078 -1.9597 1.5516 -0.39
N -2.2975 1.8771 -0.8487 -0.02
H 0.7817 -2.9330 -0.2369 0.11
C 1.4375 1.7540 -2.6735 -0.13
N -2.1846 3.6000 -2.2124 -0.12
C -5.4623 -1.3227 -0.7441 -0.33
H 2.3690 4.4394 -0.9135 0.06
H -1.4271 -4.9386 2.4747 0.11
C 1.8726 -1.1096 -2.5501 -0.48
H -0.8342 5.1628 -2.4510 0.09
C -0.0924 2.1959 1.9678 -0.18
H 3.7501 -0.1185 -2.8934 0.12
C 0.8533 2.7073 2.8565 -0.06
H 2.3899 -3.8478 1.6252 0.11
N -0.3819 0.9135 1.8708 0.06
O -3.2568 -1.3528 -0.2724 -0.31
S 1.0107 -2.4349 -3.2228 1.08
H 1.1464 1.2714 -3.5872 0.13
```

Calculated values
**ΔE to the lowest compared entry with this formula, charge and spin**: 0.0 kcal/mol
**Charge**: 0
**LUMO**: -0.043 Eh
**Highest occupied orbital energy**: -7.99 eV
**Electronic energy**: -153445.218 eV
**M**: 851.15 g/mol